{"formula": "C6H6O", "method": "the ωB97M-V functional and the def2-TZVPD basis", "fmax_ha_per_bohr": 0.0112, "homo_energy_ev": [-7.66, -7.68], "total_charge": 0, "homo_lumo_gap_ha": [0.2587, 0.2597], "de_lowest_kcal_mol": 153.2, "species": ["C", "C", "C", "C", "C", "O", "C", "H", "H", "H", "H", "H", "H"], "xyz": [[2.656, -0.796, 0.302], [1.501, -0.196, 0.304], [0.712, 0.889, 0.571], [-0.432, 1.497, 0.428], [-1.485, 0.727, -0.376], [-0.861, -0.372, -0.976], [0.017, -1.014, -0.145], [2.771, -1.755, -0.210], [-0.703, 2.453, 0.868], [-2.282, 0.409, 0.318], [-1.917, 1.332, -1.179], [0.442, -1.843, -0.712], [-0.420, -1.332, 0.809]], "forces_ev_per_a": [[-0.3, 0.0, -0.2], [0.5, 0.1, 0.2], [-0.2, -0.1, -0.2], [0.2, -0.1, 0.1], [-0.2, 0.1, 0.0], [0.0, 0.0, -0.1], [-0.3, -0.4, -0.1], [-0.1, 0.2, 0.1], [0.2, -0.2, 0.0], [0.1, 0.0, -0.2], [0.0, -0.1, 0.2], [0.1, 0.2, 0.2], [0.1, 0.1, -0.1]]}